(1)
{"formula": "C29H33MnN7O3S2", "method": "wB97M-V/def2-TZVPD", "symbols": ["Mn", "S", "S", "O", "O", "O", "N", "N", "N", "N", "N", "N", "N", "C", "C", "C", "C", "C", "C", "C", "C", "C", "C", "C", "C", "C", "C", "C", "C", "C", "C", "C", "C", "C", "C", "C", "C", "C", "C", "C", "C", "C", "H", "H", "H", "H", "H", "H", "H", "H", "H", "H", "H", "H", "H", "H", "H", "H", "H", "H", "H", "H", "H", "H", "H", "H", "H", "H", "H", "H", "H", "H", "H", "H", "H"], "xyz": [[0.52144, -0.62453, 0.41110], [3.09829, 0.13150, -0.69620], [-1.73082, -2.17615, 1.65794], [-1.53408, 2.37378, 2.14165], [4.22308, -0.75275, -0.53445], [2.50758, 0.70570, 0.52606], [-0.92544, 0.35029, -0.67976], [-3.47130, -0.28783, 2.17916], [1.46848, -1.38823, 2.07442], [1.85065, -0.56892, -1.43288], [-3.66524, -1.32062, 0.08302], [0.72804, -2.40094, -0.75391], [-0.07663, 0.65903, 1.69423], [-1.04056, 1.53676, 1.39791], [3.13399, -2.69577, 3.15003], [2.43096, -4.18709, -1.95913], [1.41594, -0.55659, 3.12898], [-2.16210, 0.87880, -2.62080], [3.07830, -1.85111, 4.24954], [2.31769, -2.42452, 2.07604], [-1.22839, 0.10448, -1.95321], [2.69008, -2.83728, -2.06153], [4.32834, 3.55229, -3.37717], [-6.13655, -1.60044, 0.00386], [4.77200, 4.67309, -4.27476], [0.46774, 0.60268, 3.03237], [-4.92821, -0.79062, -0.43093], [3.50841, 3.79029, -2.28068], [0.48428, -3.72072, -0.65708], [4.38694, 1.20941, -2.79099], [1.30796, -4.64259, -1.25561], [3.56389, 1.47592, -1.70111], [4.76089, 2.24779, -3.62057], [-2.75938, 1.93714, -1.95136], [-3.06970, -1.18661, 1.28089], [3.11969, 2.76039, -1.43502], [-1.49630, 1.36900, -0.02958], [1.79380, -1.96998, -1.44499], [-4.55946, 0.69058, 2.18350], [-2.42204, 2.19455, -0.62959], [2.21346, -0.77358, 4.23878], [-4.68872, 1.26584, 3.57904], [-3.76963, 1.77698, 3.86466], [3.55276, -2.44689, -2.57811], [-5.49017, 0.21174, 1.87902], [2.33224, -3.03723, 1.18507], [2.49315, 2.95166, -0.57555], [5.40672, 2.05031, -4.46714], [-4.83080, -0.79921, -1.51738], [-4.90710, 0.48259, 4.30633], [-4.32742, 1.49195, 1.47788], [-5.49933, 1.99220, 3.60931], [3.80656, -3.53941, 3.11298], [-2.83484, 3.01341, -0.05674], [1.08877, -5.69640, -1.17122], [2.15814, -0.08966, 5.07430], [-0.39111, -3.99312, -0.08085], [3.17369, 4.79970, -2.07772], [3.10132, -4.89969, -2.42188], [4.14965, 5.55707, -4.14548], [-6.23960, -1.61079, 1.08935], [-3.29997, -2.12545, -0.40521], [-3.47501, 2.56701, -2.46377], [3.71604, -2.02869, 5.10490], [5.80315, 4.95542, -4.05486], [-2.89699, -0.30307, 3.00874], [4.74261, 0.20467, -2.97438], [-7.04814, -1.18132, -0.42191], [0.98273, 1.53030, 3.29631], [4.73480, 4.37836, -5.32318], [-0.70830, -0.71649, -2.42525], [-0.33617, 0.46966, 3.76740], [-5.02181, 0.25619, -0.14919], [-6.05297, -2.63497, -0.32975], [-2.38994, 0.66078, -3.65390]], "orbital_gap_ev": [7.1, 7.9], "e_homo_ev": [-10.821, -10.921], "charge": 1, "s2": 6.062, "e_above_lowest_kj_mol": 73.81, "spin_multiplicity": 5}



(2)
{"formula": "C49H87Br22ClF2N3O4", "method": "wB97M-V/def2-TZVPD", "symbols": ["Br", "Br", "Br", "Br", "Br", "Br", "Br", "Br", "Br", "Br", "Br", "Br", "Br", "Br", "Br", "Br", "Br", "Br", "Br", "Br", "Br", "Br", "Cl", "F", "F", "O", "O", "O", "O", "N", "N", "N", "C", "C", "C", "C", "C", "C", "C", "C", "C", "C", "C", "C", "C", "C", "C", "C", "C", "C", "C", "C", "C", "C", "C", "C", "C", "C", "C", "C", "C", "C", "C", "C", "C", "C", "C", "C", "C", "C", "C", "C", "C", "C", "C", "C", "C", "C", "C", "C", "C", "H", "H", "H", "H", "H", "H", "H", "H", "H", "H", "H", "H", "H", "H", "H", "H", "H", "H", "H", "H", "H", "H", "H", "H", "H", "H", "H", "H", "H", "H", "H", "H", "H", "H", "H", "H", "H", "H", "H", "H", "H", "H", "H", "H", "H", "H", "H", "H", "H", "H", "H", "H", "H", "H", "H", "H", "H", "H", "H", "H", "H", "H", "H", "H", "H", "H", "H", "H", "H", "H", "H", "H", "H", "H", "H", "H", "H", "H", "H", "H", "H", "H", "H", "H", "H", "H", "H"], "xyz": [[-6.17504, -4.10782, -1.17733], [-0.95199, 7.53041, 5.62822], [4.81016, 5.02566, -5.71426], [-4.87550, -4.18057, -5.30551], [3.32429, 1.52996, 1.03596], [-3.43660, -4.48737, 1.20073], [1.62028, 10.84892, -0.03928], [4.41362, 4.73273, -2.05440], [-0.71704, 7.99807, -0.19794], [3.64709, 3.21766, 4.29173], [5.47648, -2.74673, 7.31436], [8.09769, -3.36540, 4.43223], [-9.30835, -7.11756, 0.50798], [6.13774, -0.23201, 10.82898], [-4.77039, -7.45306, -3.64956], [2.43053, 7.91028, 4.20779], [-0.91045, -1.64436, 1.16952], [1.99452, -3.49417, 6.57667], [3.03311, -2.21218, 10.70561], [8.87883, -6.46392, 2.59039], [-0.19483, -0.10217, 4.41748], [-6.56364, -7.46022, 2.94847], [-1.71340, -4.78034, -3.64679], [0.91033, -1.51761, -1.04742], [0.73362, 3.19973, -0.02424], [-3.64857, -1.01823, -4.59884], [0.41900, 1.14022, 0.59173], [0.41390, -1.82818, -4.47069], [3.57874, -1.21287, -1.11325], [-4.44025, 0.38482, -2.93306], [0.62979, 0.57559, -5.25071], [-0.95474, -0.44466, -1.72484], [0.20410, 1.42956, -2.88272], [-1.98163, 0.41023, -3.82460], [2.23869, 1.34113, 2.64096], [1.42846, 6.29362, 4.61654], [-5.32871, -4.15073, 1.53225], [-1.19304, 0.79572, -2.53865], [-2.09906, 1.73315, -1.70887], [0.60045, 4.09109, -2.88118], [1.21983, 4.99753, -3.96772], [3.46659, -0.81829, -2.48782], [6.07041, 5.43991, -4.29139], [-3.66442, 3.60032, -1.61029], [0.71021, 1.91622, -0.29192], [-2.32951, 1.55822, -0.34000], [-3.85472, 3.42784, -0.24464], [-2.81512, 2.76624, -2.32582], [-5.25543, 1.31173, -3.78070], [-5.65839, -5.87081, -5.86608], [-5.31064, -0.65297, -2.37525], [4.82684, -1.02619, -3.15852], [-3.01858, -3.05187, -2.10087], [4.44811, -2.30913, 5.72454], [-9.31596, -7.91629, 2.28288], [-3.18504, 2.38298, 0.38718], [-1.77967, -3.10622, -2.98065], [-0.49548, -2.87335, -2.19097], [4.76291, -2.66208, 11.47100], [1.68191, 9.13829, 0.88398], [5.98772, 4.44249, -3.16879], [-0.07914, -2.43046, 2.75185], [-0.48845, 4.93134, -2.21663], [-0.03576, 6.44902, 4.29920], [-3.41033, -0.15126, -3.78214], [0.14670, 2.80598, -3.59060], [9.23081, -3.63186, 2.87326], [-6.19084, -4.93260, 0.58265], [1.22192, 8.01174, 0.00175], [3.04107, -1.92269, 6.10206], [0.06153, -1.45503, -2.15882], [1.14756, 1.42911, -1.64128], [2.05051, 2.66282, 3.33262], [-8.46214, -7.13888, 3.24802], [2.40607, -1.63449, -3.21555], [8.65132, -4.65015, 1.92848], [5.40576, -1.47478, 12.13494], [0.97003, 0.43782, -3.85210], [0.97050, -1.07659, -3.37679], [-6.19807, -6.63154, -4.68524], [-0.75506, -1.91778, 3.99352], [5.85787, 6.45348, -3.96785], [-3.34621, 2.22136, 1.44168], [-8.65059, -7.46150, 4.26936], [1.40008, 0.86192, -5.83275], [2.32263, -2.60126, -2.71995], [-0.66561, -0.13013, -0.78281], [-2.74391, 2.96095, -3.38299], [2.04220, 4.45627, -4.43255], [-1.26684, 5.15394, -2.94927], [7.58802, -4.50820, 1.76513], [1.61110, 6.06980, 5.66239], [0.47764, 5.30717, -4.69874], [-10.35558, -7.90388, 2.60200], [4.96774, -1.47356, 5.25959], [-0.47828, -2.51121, 4.86297], [-6.46026, -5.60688, -6.55199], [-4.19123, 4.39954, -2.11114], [-5.47807, -3.07920, 1.44636], [9.17323, -4.62222, 0.97432], [0.98053, -2.20133, 2.71207], [1.63936, 8.06383, -0.99915], [-8.61577, -6.06719, 3.17262], [5.93454, 3.41868, -3.52344], [-5.75906, -1.30963, -3.12258], [-0.22421, -3.50361, 2.64934], [-6.75557, -5.99854, -4.00168], [1.41480, 3.97826, -2.17069], [6.83596, 4.55168, -2.49688], [-0.97834, 4.45895, -1.37339], [5.14609, -2.05514, -3.02272], [6.25210, -1.79077, 12.74075], [1.26925, 2.58166, 4.08517], [1.47176, 7.05221, 0.45224], [1.28193, 0.95193, 2.29661], [-8.98413, -8.94251, 2.16564], [-7.23078, -4.92280, 0.89900], [1.80661, 3.46180, 2.63902], [2.00557, 0.75706, -3.77399], [3.01323, -1.25641, 6.95858], [-2.01414, 1.27903, -4.47287], [4.56127, -3.44406, 12.19967], [0.30572, -3.51018, -2.54037], [3.70162, -0.38353, -0.63380], [2.73289, 0.60168, 3.26193], [-0.66026, -3.15258, -1.15108], [-3.90943, -2.88443, -2.69196], [2.51783, -1.46068, 5.26706], [-1.84706, -0.92697, -1.56148], [-3.14249, -4.02220, -1.63018], [-4.88768, -6.41485, -6.40196], [0.81507, -2.70510, -4.49866], [-5.21919, 2.31940, -3.38111], [1.07712, 9.24043, 1.77786], [7.05338, 5.40480, -4.75539], [-0.19171, 1.11411, -5.46262], [-1.81078, -2.47926, -3.86245], [1.67524, 5.85443, -3.48156], [5.57190, -0.34679, -2.75703], [4.70981, -0.91226, 12.74825], [-1.83508, -1.90335, 3.89021], [4.49058, -3.17127, 5.06649], [2.03006, 1.99796, -1.93387], [-4.50883, 4.07617, 0.31598], [-0.53214, 5.48093, 4.32034], [-0.20726, 6.92381, 3.33740], [4.75552, -0.85454, -4.23445], [5.36528, -3.06526, 10.66307], [10.20923, -3.91681, 3.24537], [0.83104, 2.71806, -4.42631], [-4.87303, 1.37254, -4.79720], [1.52704, 0.43716, -1.42639], [-0.08079, 5.89143, -1.92113], [2.77557, -1.84495, -4.21237], [2.72219, 8.99721, 1.16670], [-1.40633, -0.33703, -4.37054], [9.29454, -2.65880, 2.39138], [-6.27737, 0.95700, -3.84170], [-1.86014, 0.76520, 0.21682], [-6.13260, -0.14045, -1.88263], [-5.50238, -4.46475, 2.55886], [-0.80669, 3.00948, -4.06680], [-6.82707, -7.45563, -5.01462], [3.30419, 0.26047, -2.49241], [-5.86427, -5.95792, 0.45768], [1.87034, 5.51542, 3.99673], [-2.92164, -2.33902, -1.27574], [-4.82059, -1.22136, -1.59416]], "orbital_gap_ev": 9.3, "e_homo_ev": -11.089, "charge": 1, "spin_multiplicity": 1}



(3)
{"formula": "C26H18B2Cl64F7N2O2", "method": "wB97M-V/def2-TZVPD", "symbols": ["Cl", "Cl", "Cl", "Cl", "Cl", "Cl", "Cl", "Cl", "Cl", "Cl", "Cl", "Cl", "Cl", "Cl", "Cl", "Cl", "Cl", "Cl", "Cl", "Cl", "Cl", "Cl", "Cl", "Cl", "Cl", "Cl", "Cl", "Cl", "Cl", "Cl", "Cl", "Cl", "Cl", "Cl", "Cl", "Cl", "Cl", "Cl", "Cl", "Cl", "Cl", "Cl", "Cl", "Cl", "Cl", "Cl", "Cl", "Cl", "Cl", "Cl", "Cl", "Cl", "Cl", "Cl", "Cl", "Cl", "Cl", "Cl", "Cl", "Cl", "Cl", "Cl", "Cl", "Cl", "F", "F", "F", "F", "F", "F", "F", "O", "O", "N", "N", "C", "C", "C", "C", "C", "C", "C", "C", "C", "C", "C", "C", "C", "C", "C", "C", "C", "C", "C", "C", "C", "C", "C", "C", "C", "C", "B", "B", "H", "H", "H", "H", "H", "H", "H", "H", "H", "H", "H", "H", "H", "H", "H", "H", "H", "H"], "xyz": [[-5.28365, 1.01412, 8.67618], [6.59969, 2.38169, -3.21706], [5.91635, 5.83859, 1.10971], [-0.31007, -8.57073, 0.26743], [-3.24171, 8.23701, 5.93798], [7.56108, -0.33297, -2.80288], [-2.21054, 11.03325, 11.46142], [6.67596, 3.03049, 1.16234], [-5.51888, -7.10019, -5.95732], [-2.67190, 4.84958, 4.37795], [-3.54433, 9.79391, 13.73083], [2.92967, -1.47698, 1.25366], [-1.85016, 7.36300, 3.08821], [4.83194, -7.07883, -0.74987], [-0.67776, 6.92980, 6.36526], [-1.68184, 8.83699, 8.31970], [2.09736, 4.88556, -1.40946], [7.38878, -6.91866, 0.62929], [0.77731, -11.15630, -0.50562], [4.23026, -2.08741, -2.77780], [-3.99272, 8.77162, 11.04400], [-5.46654, -4.51467, -4.62409], [-3.13726, -4.60011, -2.39091], [-2.95906, 6.23853, 8.03350], [-0.79573, 2.68142, 4.87220], [2.55949, -8.89467, -0.08820], [1.63422, -4.08534, 2.78874], [1.22570, -10.13401, 2.18121], [-3.53039, -5.11464, -6.71132], [-4.17751, -3.08621, 3.73956], [6.38644, 4.50600, 3.65313], [4.97776, -5.91692, 1.91353], [4.50838, 3.88382, -2.69370], [-2.60677, 10.13494, 2.63096], [-2.63097, -3.68219, 0.32315], [0.72035, -4.40826, 5.53205], [3.23345, 6.30587, -3.68041], [1.96449, -3.15589, -1.29805], [-5.31136, -4.49909, -0.46004], [-3.20770, -6.48935, -0.17923], [0.09077, 9.48917, 3.50939], [-6.97051, 3.29085, 8.01529], [0.50429, -6.62215, 3.65662], [1.95548, -3.20420, -4.20724], [6.11385, -4.49661, -0.35741], [-4.25806, 3.13908, 6.97387], [3.11728, -5.78592, 4.62552], [9.39515, 1.91278, -2.56092], [-6.32827, -4.70465, -7.39658], [-5.08010, 11.35720, 11.81704], [-0.76197, 8.81127, 0.81152], [-4.69146, -5.84115, 2.95779], [4.80784, 0.41430, 2.42015], [0.04717, 5.01750, 3.35627], [2.08877, 0.24638, 3.44183], [3.74714, -4.95609, -2.72866], [-4.70329, 3.63149, 9.80662], [1.95154, 3.72365, -4.07286], [8.36625, 1.14973, -5.17326], [4.03462, 3.84034, 2.07484], [-4.66305, -5.10915, 5.77356], [-1.83100, 3.12621, 2.18978], [-2.18231, -5.14051, 4.25358], [3.96494, -1.92177, 3.93608], [-0.32407, 0.06822, 1.43403], [-1.80331, -0.93163, -0.81306], [1.13743, -0.53982, -0.40083], [1.40102, 1.95357, 1.59344], [2.10595, 2.00103, -0.69409], [0.02930, 3.08778, -0.02075], [-2.31090, 1.31838, -0.20525], [2.13689, -2.97407, -7.79245], [-1.66800, 3.30533, -3.63098], [-3.67617, 1.88155, -2.85160], [0.15480, -2.96531, -6.34655], [-0.80950, -0.30354, -3.49903], [-5.30390, 2.76889, 8.36800], [-1.24967, 0.47328, -0.87035], [-1.28202, 8.94960, 2.51000], [1.06309, -9.68892, 0.46369], [-1.01594, -2.01118, -6.26219], [5.82808, -6.10274, 0.35891], [-3.92859, -4.79428, 4.18112], [-3.57182, -4.81769, -0.67678], [1.42072, -2.30533, -6.84672], [2.94768, 4.69973, -2.96408], [2.05221, -0.88101, -6.33645], [-1.89267, -2.37989, -4.90597], [0.11298, 0.45385, 0.04006], [-2.20121, -1.03549, -3.96233], [-1.31286, 3.91867, 3.69907], [5.75334, 4.30386, 2.00003], [-3.70694, 10.23901, 12.01331], [0.88220, 1.89394, 0.17850], [3.44781, -0.68453, 2.76295], [-5.21100, -5.35852, -6.17233], [1.49406, -5.22543, 4.15073], [-2.14010, 7.56060, 7.16409], [2.97432, -3.35091, -2.75292], [7.98057, 1.27781, -3.43852], [-0.25898, -3.99055, -7.42267], [-2.17084, 2.05881, -2.95811], [-1.03160, 0.95817, -2.43372], [0.44228, -4.93203, -7.41799], [-1.35703, -4.40662, -7.21040], [1.52906, -0.40902, -5.40207], [3.20379, -1.01048, -6.05175], [0.03384, -1.05880, -3.12797], [1.93830, -0.08147, -7.21372], [-1.38944, -3.25197, -4.30721], [-0.31889, -3.50722, -8.50152], [-0.35392, 0.19510, -4.48301], [0.00696, 1.55693, -2.44888], [-2.95678, -2.77430, -5.25816], [-2.85175, -0.32359, -4.66575], [-2.88830, -1.39860, -3.08465], [-4.00131, 1.01429, -3.37588], [-0.73809, -0.87626, -6.35148], [-0.67388, 3.22884, -3.79432], [-4.08197, 2.67066, -3.43955], [-1.72212, -2.24722, -7.19474]], "orbital_gap_ev": 7.2, "e_homo_ev": -6.183, "charge": -1, "spin_multiplicity": 1}



| no. | E_tot (a.u.) |
| --- | --- |
| 1 | -3681.194545 |
| 2 | -59672.507897 |
| 3 | -31462.253710 |